ORCA calculation (the ωB97M-V functional and the def2-TZVPD basis) on C2H3OPS in the gas phase.

Cartesian coordinates (Å):
C1 1.5510 -0.5085 -0.2300
C2 0.4408 -0.7947 0.2041
P1 -1.2326 -1.1326 0.4248
S1 -1.9215 0.5880 -0.6120
O1 -0.6278 1.6053 -0.2951
H1 2.5004 -0.4123 -0.6196
H2 -0.9534 -0.4213 1.7264
H3 0.2432 1.0761 -0.5986

Kohn-Sham gap in eV: 9.504
SMILES string: C#CPSO
2S+1: 1
Molar mass in g mol⁻¹: 106.09
HOMO level in eV: -9.146
Relative energy (zero: lowest compared OMol25 entry of this formula, charge and spin) in eV: 2.4950
Total energy in eV: -24290.841
Charge: 0

Atomic partial charges in e from the natural (NBO) method, atoms 1 to 2: -0.221, -0.398